Record 1
ORCA calculation (wB97M-V/def2-TZVPD) on a molecular structure, C22H37ClMnP2.

Calculated values
Spin multiplicity ... 6
Energy above the lowest of the compared OMol25 structures with the same formula, charge and spin ... 0.0 kJ/mol
Gap between HOMO and LUMO (spin up / spin down) ... 7.164 / 4.053 eV

XYZ file:
```
63
C22H37ClMnP2, DFT wB97M-V/def2-TZVPD
P -1.85368 -3.19382 -0.85239
P -2.96496 -2.99712 2.24459
C -2.60102 -4.73032 -0.02936
C -3.76419 -4.20227 0.77364
H -1.81160 -5.21763 0.56518
H -2.90540 -5.37606 -0.86663
H -4.42738 -3.60484 0.12596
H -4.33071 -4.98835 1.28451
C -2.02140 -4.43058 3.05879
H -2.12130 -4.37276 4.14709
H -0.95027 -4.45860 2.82562
H -2.44320 -5.39719 2.76344
C -4.57838 -3.07547 3.19863
H -4.42755 -3.37959 4.23465
H -5.29400 -3.77987 2.77929
H -5.04302 -2.09295 3.22179
C -0.99262 -4.11899 -2.18163
H -0.88347 -3.47177 -3.06354
H -1.62058 -4.96967 -2.47458
H -0.01288 -4.49751 -1.89087
C -3.26624 -2.81624 -2.00492
H -3.82110 -1.90534 -1.75190
H -3.91438 -3.70672 -1.96347
H -2.85228 -2.71194 -3.01980
Mn -1.98581 -1.86685 0.74818
C 1.73836 -2.41008 -2.56329
C 1.72369 -3.47036 -3.38706
C 1.46734 -3.49768 -4.86002
C 1.00140 -2.16714 -5.45588
C -0.42263 -1.90035 -5.06483
C -0.85040 -1.11410 -4.07134
C -0.02423 -0.55425 -2.94462
C 1.46553 -0.97215 -2.85859
C -3.27688 -0.51471 0.27983
H 2.04237 -2.54618 -1.51810
H 1.87876 -4.47742 -2.96441
H 0.74366 -4.30679 -5.06550
H 2.40295 -3.78822 -5.34893
H 1.68148 -1.36845 -5.15250
H 1.06392 -2.24765 -6.55181
H -1.15122 -2.37519 -5.74430
H -1.93035 -0.92564 -3.95035
H -0.55181 -0.82046 -2.00522
H -0.05727 0.54809 -2.96152
H 2.03960 -0.62966 -3.72581
H 1.84959 -0.42295 -1.98568
H -3.42321 0.05769 1.21073
H -4.21401 -0.89189 -0.14026
H -2.70213 0.06282 -0.47266
Cl -2.24467 -1.51477 3.91728
C -0.90791 -0.16866 1.21062
C -0.91435 1.19121 1.44105
C 0.28710 1.78765 1.86141
C 1.42447 1.01095 2.09906
C 1.40625 -0.37243 1.88531
C 0.21178 -0.95877 1.44704
C -0.04257 -2.41497 1.21256
H -1.81795 1.77423 1.28931
H 0.31134 2.85677 2.05891
H 2.34554 1.48576 2.45152
H 2.28707 -1.00422 2.00443
H 0.47332 -2.83839 0.33707
H -0.03859 -3.04912 2.10408
```

Record 2
ORCA calculation (wB97M-V/def2-TZVPD) on a molecular structure, C22H37Co2O6Si4.

Calculated values
Charge ... -1
Spin multiplicity ... 1
Gap between HOMO and LUMO ... 6.448 eV

XYZ file:
```
71
C22H37Co2O6Si4, DFT wB97M-V/def2-TZVPD
C 2.09524 2.53917 -0.87763
Si 0.46587 1.65432 -0.53399
C -0.57408 2.73425 0.61368
C -0.41682 1.39322 -2.17928
Si 0.74513 -0.44241 0.50728
Si 0.28365 -2.23260 -0.95210
C 1.34388 -2.09983 -2.50690
C 0.65860 -3.84258 -0.05234
C -1.52190 -2.24106 -1.47380
Si 3.04477 -0.64596 1.01275
C 4.13019 -0.57712 -0.52946
C 3.54217 0.76393 2.16090
C 3.38637 -2.27434 1.89862
C -0.18999 -0.54365 2.19553
C -1.70696 -0.69254 2.14545
C -2.38044 -1.23262 3.37834
C -2.50096 -0.34055 1.11100
H 1.84341 3.51225 -1.32717
H 2.68183 2.73411 0.02816
H 2.72684 1.99579 -1.59152
H -0.60177 3.74624 0.18139
H -1.61035 2.39409 0.72635
H -0.12879 2.81308 1.61519
H -0.60270 2.39147 -2.60341
H 0.19416 0.82887 -2.89574
H -1.38449 0.88643 -2.07552
H 0.95516 -2.84160 -3.22103
H 1.28681 -1.11202 -2.98110
H 2.39783 -2.33432 -2.31511
H 0.17105 -4.65516 -0.61227
H 1.73387 -4.05623 -0.00134
H 0.25456 -3.84841 0.96921
H -1.67527 -3.12006 -2.11856
H -2.19594 -2.32546 -0.61216
H -1.80412 -1.34674 -2.04320
H 5.17637 -0.56028 -0.18636
H 4.00114 -1.45911 -1.16892
H 3.96358 0.31947 -1.13804
H 4.61975 0.67162 2.36634
H 3.36262 1.75910 1.73748
H 3.01218 0.69987 3.12094
H 4.40950 -2.23024 2.30312
H 2.70275 -2.43863 2.74214
H 3.32405 -3.14269 1.23102
H 0.23644 -1.40620 2.74200
H 0.09712 0.35738 2.77686
H -1.64346 -1.55773 4.11902
H -3.02267 -0.46361 3.83813
H -3.03464 -2.08270 3.13260
H -3.51513 -0.74383 1.07736
H -2.20271 0.32568 0.30333
O -8.12783 3.97255 -0.07502
C -7.65781 4.16710 0.96165
Co -6.96275 4.54868 2.52936
C -5.65727 5.57985 1.91640
O -4.87373 6.32576 1.51128
C -8.29290 5.62467 2.92158
O -9.13666 6.37022 3.17710
C -6.43213 2.69366 2.91464
C -5.10237 2.34392 2.74018
C -4.19667 1.69175 1.99511
Co -5.34636 3.48362 4.10815
C -3.81569 4.25019 3.70008
O -2.80968 4.74652 3.42061
C -4.82540 2.65514 5.59738
O -4.46030 2.09612 6.54092
C -6.28459 4.94624 4.74818
O -6.58850 5.73546 5.54588
H -7.23790 1.95703 2.95443
H -3.14412 1.81584 2.24975
H -4.50825 1.09651 1.13355
```

Record 3
ORCA calculation (wB97M-V/def2-TZVPD) on a molecular structure, C22H37F5OReSi.

Calculated values
Spin multiplicity ... 4
Energy above the lowest of the compared OMol25 structures with the same formula, charge and spin ... 0.0 kJ/mol
Gap between HOMO and LUMO (spin up / spin down) ... 8.053 / 8.001 eV

XYZ file:
```
67
C22H37F5OReSi, DFT wB97M-V/def2-TZVPD
Re -1.40288 1.01913 0.33446
C 0.63852 -1.64014 -2.26620
C 1.16052 -0.21873 -2.01441
C 0.31477 0.69948 -2.91004
C 2.61698 -0.16745 -2.50781
Si 0.98529 0.27383 -0.15231
C 1.57811 -1.13791 1.03254
C 1.73700 -0.66780 2.48772
C 2.95382 -1.67976 0.60355
C 0.58650 -2.30599 1.06843
C 1.89740 1.93665 0.26173
C 1.78128 2.92543 -0.90237
C 1.23298 2.61569 1.47458
C 3.39478 1.77720 0.56027
H 0.60533 -1.81367 -3.34791
H -0.36938 -1.78999 -1.87979
H 1.27624 -2.40913 -1.83980
H 0.39478 0.35629 -3.94775
H 0.63936 1.73767 -2.88677
H -0.74382 0.67676 -2.64575
H 2.65511 -0.54995 -3.53414
H 3.28793 -0.78467 -1.90977
H 3.01993 0.84231 -2.53032
H 2.54538 0.05008 2.61111
H 1.99398 -1.53953 3.09990
H 0.82035 -0.24088 2.88750
H 3.72181 -0.90564 0.56807
H 2.93539 -2.17967 -0.36023
H 3.27750 -2.42209 1.34198
H -0.39343 -1.98841 1.40780
H 0.95338 -3.05492 1.78019
H 0.47128 -2.80313 0.10588
H 0.76975 3.01260 -1.27768
H 2.41745 2.65126 -1.74079
H 2.09169 3.92157 -0.56926
H 0.14831 2.77124 1.36650
H 1.64727 3.62116 1.60505
H 1.37419 2.06215 2.39966
H 3.92715 1.30986 -0.26856
H 3.59241 1.19658 1.45809
H 3.83773 2.76856 0.71187
C -1.97643 0.92094 3.27115
O -1.23373 0.42540 2.16961
H -1.71072 1.95725 3.49860
H -1.74896 0.30995 4.14630
H -3.05441 0.87346 3.08957
F -2.77077 2.04333 -2.26992
C -2.32211 2.44585 -1.04416
F -3.48090 2.58088 -0.24442
C -1.86941 3.90690 -1.23373
F -2.88997 4.73358 -1.46647
F -1.02216 4.01824 -2.26163
F -1.24544 4.34323 -0.12253
C -2.85384 -0.28854 -0.44260
C -2.84872 -1.72370 -0.00804
C -3.14990 -2.09213 1.30269
C -3.15443 -3.42262 1.68602
C -2.85518 -4.41727 0.76308
C -2.59144 -4.06812 -0.55224
C -2.60403 -2.73296 -0.93407
H -3.74976 0.22137 -0.05488
H -2.87998 -0.19521 -1.52820
H -3.35646 -1.32270 2.03512
H -3.37756 -3.68518 2.71231
H -2.84139 -5.45617 1.06534
H -2.38042 -4.83499 -1.28648
H -2.40399 -2.46687 -1.96563
```

Record 4
ORCA calculation (wB97M-V/def2-TZVPD) on a molecular structure, C22H37HfO3Si.

Calculated values
Charge ... +1
Spin multiplicity ... 1
Energy above the lowest of the compared OMol25 structures with the same formula, charge and spin ... 188.7 kJ/mol
Gap between HOMO and LUMO ... 7.653 eV

XYZ file:
```
64
C22H37HfO3Si, DFT wB97M-V/def2-TZVPD
O -3.56698 4.26288 -2.27049
C -4.37023 3.92061 -3.45638
C -4.63476 5.38615 -3.86681
H -5.28015 3.36696 -3.18140
H -3.76967 3.35831 -4.18591
C -3.77371 5.68262 -2.57724
H -5.68779 5.70202 -3.78806
H -4.15065 5.69272 -4.80870
C -4.55303 6.39754 -1.47668
H -5.50775 5.88718 -1.28495
H -4.76247 7.44604 -1.74998
H -3.95318 6.40125 -0.55414
C -2.45120 6.38305 -2.87024
H -1.91290 5.86358 -3.67620
H -1.83243 6.37829 -1.95995
H -2.61016 7.43233 -3.17003
Hf 1.09148 -1.57598 0.86902
C 3.37071 -1.88035 0.20176
C 2.63084 -2.94533 -0.42043
C 1.68277 -2.39540 -1.34446
H 2.60174 -4.02508 -0.20839
C 1.90695 -0.96422 -1.34217
C 2.93029 -0.64422 -0.37246
H 3.40681 0.34533 -0.17791
H 4.09031 -1.97616 1.02808
H 0.94209 -2.98925 -1.92980
H 1.53173 -0.27793 -2.11065
C 1.66186 -1.74859 3.24360
C 2.20623 -0.55821 2.64419
C 1.05452 0.27228 2.34436
H 3.28108 -0.28717 2.59668
C -0.14773 -0.47455 2.65878
C 0.22852 -1.77711 3.14310
H -0.42241 -2.64272 3.38788
H 2.29038 -2.53338 3.71672
H 1.11735 1.35326 2.11369
H -1.19496 -0.11890 2.59521
O -0.51334 -0.36258 -0.16901
C -0.42438 1.18213 -0.36971
C -1.25661 1.48003 -1.61173
H 0.64519 1.41461 -0.46562
H -0.86508 1.62611 0.53415
C -2.34774 0.40648 -1.59644
H -0.62928 1.35782 -2.50931
H -1.64785 2.50537 -1.60034
C -1.63044 -0.85317 -1.11619
H -2.81735 0.25505 -2.57527
H -3.13310 0.69603 -0.88037
H -1.09886 -1.34270 -1.94370
H -2.24319 -1.54854 -0.52909
C 1.97463 -5.10007 3.85796
Si 2.94128 -4.49426 2.43798
C 4.61381 -3.84706 2.92626
C 3.16405 -5.90040 1.29216
O 1.84077 -3.51607 1.70016
H 2.53849 -5.94611 4.23373
H 1.00370 -5.44263 3.50672
H 1.83423 -4.38469 4.65627
H 5.10614 -4.68517 3.43732
H 5.26476 -3.57009 2.09014
H 4.60678 -3.01418 3.63476
H 2.19490 -6.26937 0.96208
H 3.79851 -5.69959 0.43637
H 3.63651 -6.66478 1.90109
```

Record 5
ORCA calculation (wB97M-V/def2-TZVPD) on a molecular structure, C22H37O3PdSi.

Calculated values
Charge ... -1
Spin multiplicity ... 3
Energy above the lowest of the compared OMol25 structures with the same formula, charge and spin ... 214.1 kJ/mol
Gap between HOMO and LUMO (spin up / spin down) ... 2.389 / 5.480 eV

XYZ file:
```
64
C22H37O3PdSi, DFT wB97M-V/def2-TZVPD
O -3.31473 0.86153 -2.76284
C -1.90181 0.60084 -2.47631
C -1.42560 2.02935 -2.79726
H -1.49745 -0.17408 -3.13863
H -1.78620 0.29121 -1.43285
C -2.96500 2.24778 -2.98868
H -0.88674 2.10810 -3.74689
H -1.02639 2.66692 -1.98844
C -3.36068 2.69384 -4.39034
H -2.79838 2.19242 -5.19170
H -3.16871 3.77119 -4.40343
H -4.43929 2.56327 -4.55157
C -3.54841 3.10471 -1.87393
H -3.11610 2.88891 -0.88297
H -4.63420 2.97674 -1.81047
H -3.26455 4.12971 -2.15995
Pd 2.43709 -0.37406 -1.14218
C 1.64605 0.46163 0.50106
C 2.86810 -0.21330 0.78637
C 3.88640 0.40572 0.01084
H 2.94807 -1.03602 1.51376
C 3.29135 1.41400 -0.78569
C 1.90555 1.44740 -0.49391
H 1.20377 2.17725 -0.92095
H 0.73371 0.31171 1.06368
H 4.96420 0.17755 -0.06085
H 3.80326 2.12044 -1.43867
C -0.79077 -1.10071 3.12813
C -1.61150 0.03698 2.50003
C -1.95977 -0.30056 1.22531
H -1.88206 0.92593 3.08065
C -1.28755 -1.53711 0.85164
C -0.55712 -1.99363 1.91301
H 0.04546 -2.90127 1.99871
H -1.52238 -1.65586 3.74905
H -2.66892 0.23962 0.58087
H -1.43274 -2.02504 -0.10617
O 2.34576 -1.26567 -2.96526
C 1.26977 -0.80405 -3.86329
C 1.34859 -1.55538 -5.18874
H 1.30175 0.29206 -4.02394
H 0.31637 -1.08655 -3.38911
C 2.30859 -2.72795 -4.95780
H 1.72439 -0.89672 -5.97708
H 0.31885 -1.85267 -5.41306
C 2.71193 -2.67901 -3.46285
H 3.20055 -2.61471 -5.58884
H 1.90781 -3.70045 -5.26827
H 3.79090 -2.88136 -3.34258
H 2.10946 -3.41795 -2.91346
C -1.28352 0.60476 5.96751
Si 0.17276 -0.53464 5.62699
C 1.81390 0.24892 6.03750
C -0.03977 -2.16256 6.54769
O 0.33419 -0.76330 3.95168
H -1.35013 0.75609 7.05354
H -2.24469 0.19483 5.62620
H -1.14758 1.59150 5.50131
H 1.89630 0.28212 7.13228
H 2.66035 -0.32741 5.63490
H 1.88507 1.27625 5.65293
H -0.89798 -2.74422 6.17696
H 0.87010 -2.77958 6.46397
H -0.20973 -1.98548 7.62241
```

Record 6
ORCA calculation (wB97M-V/def2-TZVPD) on a molecular structure, C22H38AlBr6F4NbO8S2.

Calculated values
Spin multiplicity ... 1
Gap between HOMO and LUMO ... 1.076 eV

XYZ file:
```
82
C22H38AlBr6F4NbO8S2, DFT wB97M-V/def2-TZVPD
C 0.60806 -1.67946 -0.34865
C 1.02723 -1.23493 -1.75872
C -0.00732 -1.89283 -2.65641
O -1.28854 -1.35638 -2.37041
C -1.88851 -0.51337 -3.26165
O -2.38219 -0.93264 -4.26707
C -1.94748 0.94291 -2.90607
S -2.69729 1.41240 -1.31358
Nb -3.92819 -0.34165 -0.15931
F -4.78241 -1.63341 0.79347
O 0.98404 0.16821 -1.94832
C 1.53020 0.92448 -0.92989
O 2.71198 1.02398 -0.79109
C 0.51086 1.58369 -0.03309
S 0.95280 3.32459 0.20488
H 0.69792 -2.78724 -0.35617
H 1.26494 -1.27106 0.44252
H -0.45731 -1.46207 -0.16909
H 1.99331 -1.66464 -2.03604
H 0.22864 -1.81511 -3.71834
H -0.02664 -2.94088 -2.39249
H -2.51818 1.42094 -3.70131
H -0.95773 1.40147 -2.89920
H -4.27975 -1.00823 -1.83801
H -2.31653 -1.24949 0.05931
H -3.46953 0.67044 1.32390
H -5.37393 0.78776 -0.10844
H -0.49243 1.52098 -0.45262
H 0.52946 1.08886 0.93971
H -0.13794 3.89780 -0.30927
Al 1.11934 -2.80093 1.61222
C 4.95822 4.77527 0.69930
Br 3.45525 5.94042 0.50168
Br 6.45498 5.61415 1.53498
Br 4.41686 3.16589 1.61488
H 5.27192 4.47349 -0.29209
C 8.94003 4.15506 -1.43195
Br 10.26754 2.80801 -1.12034
Br 9.60157 5.57106 -2.54297
Br 7.32394 3.39301 -2.15473
H 8.68409 4.58644 -0.47481
C 3.68197 13.32738 2.00842
O 4.01249 12.01884 1.53224
C 3.78795 11.04376 2.41202
O 3.34693 11.18400 3.52331
O 4.13484 9.88611 1.84956
C 3.94618 8.74280 2.68912
H 3.91461 14.00808 1.19547
H 2.62330 13.39147 2.25092
H 4.27883 13.57976 2.88231
H 2.89673 8.63249 2.95825
H 4.55158 8.82139 3.59010
H 4.26409 7.88666 2.10076
F 1.34330 -4.29319 -2.34998
C 1.07634 -5.64517 -2.22506
C 1.79700 -6.36372 -1.29742
C 1.51601 -7.71949 -1.16686
C 0.54203 -8.30876 -1.96111
C -0.16545 -7.55298 -2.89091
C 0.10373 -6.19666 -3.02426
H 2.56024 -5.88008 -0.69894
H 2.06299 -8.31121 -0.44420
H 0.32806 -9.36390 -1.86094
H -0.93250 -8.01472 -3.52184
H -0.43663 -5.58552 -3.73577
C -7.70083 -5.76386 4.09209
C -6.31376 -5.91546 3.49026
O -6.29882 -6.51146 2.20788
C -7.01458 -5.82410 1.19543
C -6.51534 -4.41417 0.93358
H -8.20536 -6.72980 4.13539
H -7.62668 -5.36201 5.10325
H -8.32641 -5.08492 3.51167
H -5.71463 -6.57533 4.11860
H -5.80014 -4.94633 3.47091
H -8.08692 -5.81466 1.42270
H -6.89261 -6.42899 0.29740
H -6.64349 -3.76498 1.80083
H -7.06409 -3.96859 0.10348
H -5.45290 -4.42466 0.68703
F 5.82353 3.05687 3.35130
F -1.98284 -8.88188 -4.72171
```

DFT total energy, respectively: -3154.05439; -5235.47722; -1802.74797; -1423.51128; -1503.35109; -18401.68226 a.u..
Strongest force on any atom, respectively: 7.1; 4.9; 0.4; 3.1; 9.0; 1.9 eV Å⁻¹.